1.
A structure of composition C22H21BeCl4FN2NaO8S2. Source: OMol25; level of theory: ωB97M-V/def2-TZVPD.

Structure (ORCA input):
```
! wB97M-V def2-TZVPD RIJCOSX def2/J DEFGRID3
* xyz 1 1
C 0.44 -3.66 0.15
C 0.19 -3.07 1.31
C -0.26 -1.66 1.44
C -1.54 -1.34 2.01
C -2.41 -2.49 2.44
C -1.90 -0.01 2.12
C -3.21 0.41 2.75
O -3.65 -0.09 3.74
N -3.87 1.49 2.14
C -4.03 1.33 0.73
O -4.44 0.35 0.21
F -3.66 2.39 0.02
C -1.07 1.00 1.67
C 0.14 0.70 1.12
C 0.56 -0.64 1.01
C 1.95 -0.79 0.41
O 2.76 -1.60 0.75
C 2.31 0.27 -0.62
C 3.20 -0.15 -1.77
C 2.33 -0.46 -3.00
C 1.37 -1.63 -2.82
C 1.85 1.53 -0.49
N 2.21 2.51 -1.44
C 1.48 3.50 -1.56
S 0.83 4.90 -1.55
C 0.97 1.79 0.65
O 0.90 2.91 1.28
H 1.23 -4.40 0.12
H -0.11 -3.42 -0.76
H 0.36 -3.66 2.21
H -1.76 -3.27 2.83
H -2.89 -2.88 1.54
H -3.18 -2.20 3.15
H -4.78 1.57 2.60
H -1.37 2.04 1.75
H 3.75 -1.02 -1.42
H 3.93 0.63 -1.99
H 3.03 -0.70 -3.81
H 1.75 0.41 -3.32
H 0.60 -1.56 -3.59
H 1.84 -2.60 -2.93
H 0.84 -1.63 -1.86
C 4.59 6.49 -1.13
Cl 4.07 7.03 -2.73
Cl 6.18 5.72 -1.18
H 4.63 7.34 -0.47
H 3.86 5.76 -0.76
Cl -1.18 -4.00 -2.52
C -1.77 -4.18 -4.20
C -2.81 -5.26 -4.32
Cl -2.11 -6.88 -4.07
H -0.92 -4.37 -4.84
H -2.21 -3.22 -4.48
H -3.24 -5.25 -5.32
H -3.61 -5.13 -3.60
Be 1.64 2.39 2.76
O 0.63 3.88 4.14
S -0.68 3.20 4.44
O -1.58 3.40 3.31
O -1.26 3.75 5.67
O -0.40 1.75 4.61
Na -0.51 2.79 7.42
*
```

- E_tot: -4476.133739 Eh
- Orbital gap: 5.398 eV
- Largest force on an atom: 5.80 eV/A

2.
A cluster of 2 separate species, H2N3O2S in total. Source: OMol25; level of theory: ωB97M-V/def2-TZVPD.

Structure (ORCA input):
```
! wB97M-V def2-TZVPD RIJCOSX def2/J DEFGRID3
* xyz -1 3
N 0.01 0.11 2.44
N -0.22 0.49 -0.22
N -1.12 1.19 -0.81
O -1.01 1.31 -2.05
O 0.33 0.82 3.36
S -0.66 -1.67 2.84
H -0.25 0.35 0.83
H 0.53 0.06 -0.76
*
```

- Energy above the lowest of the compared OMol25 structures with the same formula, charge and spin: 0.0 kJ/mol
- E_tot: -714.004540 Eh
- Orbital gap (spin up / spin down): 7.123 / 6.710 eV
- Largest force on an atom: 2.31 eV/A

3.
A cluster of 17 separate species, C3H41NO16 in total. Source: OMol25; level of theory: ωB97M-V/def2-TZVPD.

Structure (ORCA input):
```
! wB97M-V def2-TZVPD RIJCOSX def2/J DEFGRID3
* xyz -1 2
C -0.95 -1.46 1.98
C -1.37 -1.42 0.49
C -2.84 -1.80 0.30
N -1.06 -0.11 -0.08
H 0.10 -1.10 2.02
H -1.61 -1.03 2.71
H -1.02 -2.53 2.26
H -0.75 -2.19 -0.09
H -3.14 -1.88 -0.74
H -2.99 -2.80 0.88
H -3.48 -1.10 0.87
H -1.17 0.70 0.45
H -1.46 0.01 -1.03
H 1.86 -4.02 0.94
H 1.70 -3.47 -0.57
O 2.25 -3.92 0.08
H 1.04 0.45 -1.40
H 1.75 0.95 -2.71
O 1.78 0.26 -2.01
H -4.70 2.27 1.20
H -3.50 1.91 0.42
O -3.75 2.54 1.09
H 0.25 4.02 1.36
H -1.06 3.45 1.97
O -0.26 3.20 1.50
H -3.11 0.80 -2.22
H -2.24 2.03 -1.95
O -3.00 1.54 -1.64
H 3.86 1.53 0.97
H 3.39 0.01 0.80
O 3.16 0.93 0.91
H -2.14 4.47 2.81
H -3.08 3.37 2.55
O -2.37 3.64 3.17
H -1.36 -1.27 -3.66
H -0.88 0.16 -3.31
O -1.57 -0.53 -3.09
H 0.41 -2.44 -4.07
H 0.63 -1.45 -5.17
O -0.05 -2.03 -4.85
H 2.01 -3.37 3.46
H 0.80 -2.94 2.53
O 1.49 -3.59 2.66
H 2.07 -2.77 -2.62
H 1.42 -1.29 -2.41
O 1.26 -2.28 -2.49
H 0.61 1.99 2.50
H 1.72 1.30 1.91
O 1.36 1.42 2.79
H 3.15 -1.79 1.60
H 3.45 -2.39 0.19
O 3.68 -1.68 0.77
H -0.74 3.91 -1.24
H -0.61 2.49 -0.73
O -0.51 3.03 -1.58
H 0.72 2.71 -3.04
H 2.31 3.09 -3.43
O 1.56 2.48 -3.53
H 2.99 -0.57 3.58
H 1.66 -0.36 2.80
O 2.30 -1.08 3.13
*
```

- E_tot: -1397.505402 Eh
- Orbital gap (spin up / spin down): 2.668 / 8.826 eV
- Largest force on an atom: 3.36 eV/A

4.
A structure of composition CH5N3O4PS. Source: OMol25; level of theory: ωB97M-V/def2-TZVPD.

Structure (ORCA input):
```
! wB97M-V def2-TZVPD RIJCOSX def2/J DEFGRID3
* xyz -1 1
C -0.11 -1.77 -0.22
N 0.34 -0.99 -1.18
N -0.67 -1.08 0.92
N -0.26 0.19 1.35
O -1.35 1.25 -1.26
O -0.91 3.34 0.15
O 1.09 1.83 -0.63
O 1.20 0.22 1.68
P -0.38 2.09 -0.47
S -0.26 -3.41 -0.16
H 0.04 0.04 -1.24
H 0.61 -1.48 -2.11
H -0.65 -1.62 1.81
H 1.58 0.55 0.81
H -0.26 0.86 0.56
*
```

- Energy above the lowest of the compared OMol25 structures with the same formula, charge and spin: 269.6 kJ/mol
- E_tot: -1245.942345 Eh
- Orbital gap: 8.728 eV
- Largest force on an atom: 5.42 eV/A

5.
An isolated molecule of C4H5Cl2F. Source: OMol25; level of theory: ωB97M-V/def2-TZVPD.

Structure (ORCA input):
```
! wB97M-V def2-TZVPD RIJCOSX def2/J DEFGRID3
* xyz 0 1
C -0.44 0.88 0.65
C -0.73 -0.39 -0.08
C 0.22 -1.39 -0.63
Cl 1.12 -2.28 0.71
C -2.12 -0.74 -0.21
F -2.47 -1.96 -0.66
Cl -3.37 0.14 0.53
H 0.17 1.57 0.10
H 0.25 0.78 1.41
H -1.32 1.28 0.93
H -0.17 -2.29 -1.07
H 0.83 -0.80 -1.32
*
```

- Energy above the lowest of the compared OMol25 structures with the same formula, charge and spin: 94.8 kJ/mol
- SMILES: C/C(CCl)=C(/F)Cl
- E_tot: -1175.607229 Eh
- Orbital gap: 9.614 eV
- Largest force on an atom: 6.01 eV/A

6.
An isolated molecule of C5H6ClN. Source: OMol25; level of theory: ωB97M-V/def2-TZVPD.

Structure (ORCA input):
```
! wB97M-V def2-TZVPD RIJCOSX def2/J DEFGRID3
* xyz 0 1
Cl -2.12 -0.17 -0.23
C -0.54 -0.10 0.59
C 0.11 1.34 0.44
C 1.21 1.30 -0.32
C 1.61 -0.08 -0.60
N 1.85 -0.87 0.57
C 0.53 -0.98 -0.12
H -0.75 -0.40 1.60
H -0.28 2.21 0.96
H 1.74 2.18 -0.67
H 2.21 -0.24 -1.53
H 2.39 -1.72 0.35
H 0.19 -1.86 -0.71
*
```

- Energy above the lowest of the compared OMol25 structures with the same formula, charge and spin: 151.7 kJ/mol
- SMILES: Cl[C@@H]1C=C[C@H]2N[C@@H]12
- E_tot: -709.006389 Eh
- Orbital gap: 10.559 eV
- Largest force on an atom: 2.75 eV/A

7.
A structure of composition C27H41As2LuS5SbSi3. Source: OMol25; level of theory: ωB97M-V/def2-TZVPD.

Structure (ORCA input):
```
! wB97M-V def2-TZVPD RIJCOSX def2/J DEFGRID3
* xyz -1 1
Lu 0.02 3.09 -0.14
S -4.47 2.23 -2.25
As -2.89 3.01 -1.04
S -1.69 1.29 -0.14
S -1.25 4.13 -2.25
S -3.48 4.46 0.50
S 2.02 1.08 -0.51
C 3.36 1.24 0.52
C 4.63 1.62 -0.04
C 5.79 1.82 0.76
C 5.72 1.52 2.16
C 4.51 1.10 2.71
C 3.33 1.02 1.93
As 1.46 1.00 2.56
C 1.70 1.53 4.49
C 2.24 2.74 4.78
C 1.91 3.43 5.96
C 1.04 2.84 6.87
C 0.41 1.63 6.52
C 0.80 0.93 5.40
C 1.13 2.93 2.13
C 1.92 3.89 1.51
C 1.34 5.10 1.00
C -0.02 5.39 1.34
C -0.77 4.49 2.10
C -0.21 3.26 2.43
H 4.63 1.83 -1.11
H 6.72 2.07 0.27
H 6.62 1.55 2.78
H 4.48 0.74 3.75
H 3.05 3.12 4.15
H 2.30 4.44 6.03
H 0.88 3.30 7.84
H -0.42 1.25 7.13
H 0.44 -0.07 5.17
H 2.99 3.69 1.30
H 1.91 5.78 0.45
H -0.47 6.33 1.03
H -1.82 4.76 2.33
H -0.92 2.57 2.96
C -1.20 -3.46 -5.06
Si 0.00 -2.29 -4.27
C 0.03 -0.51 -4.90
C 1.70 -3.06 -4.06
Sb -0.99 -1.37 -1.82
Si -0.49 -3.45 -0.41
C -1.84 -3.45 0.91
C 1.32 -3.34 0.27
C -0.62 -5.06 -1.37
Si -3.54 -1.68 -2.07
C -4.58 -1.17 -0.65
C -4.03 -3.47 -2.47
C -4.02 -0.86 -3.69
H -0.73 -4.27 -5.65
H -1.97 -2.92 -5.63
H -1.80 -4.00 -4.32
H 0.29 -0.53 -5.90
H 0.82 0.08 -4.37
H -0.86 0.11 -4.84
H 1.95 -3.61 -4.96
H 1.67 -3.77 -3.21
H 2.44 -2.30 -3.81
H -1.65 -2.66 1.66
H -1.82 -4.43 1.37
H -2.88 -3.47 0.49
H 2.00 -3.44 -0.65
H 1.43 -4.24 0.96
H 1.55 -2.37 0.70
H -1.55 -5.38 -1.78
H -0.32 -5.85 -0.68
H 0.07 -5.07 -2.24
H -4.29 -1.66 0.28
H -5.64 -1.47 -0.85
H -4.57 -0.11 -0.51
H -3.74 -4.18 -1.72
H -3.51 -3.76 -3.40
H -5.09 -3.57 -2.62
H -4.01 0.23 -3.57
H -5.05 -1.10 -3.99
H -3.41 -1.18 -4.54
*
```

- Energy above the lowest of the compared OMol25 structures with the same formula, charge and spin: 99.4 kJ/mol
- E_tot: -9860.388311 Eh
- Orbital gap: 5.561 eV
- Largest force on an atom: 3.34 eV/A

8.
An isolated molecule of C4H6NOP. Source: OMol25; level of theory: ωB97M-V/def2-TZVPD.

Structure (ORCA input):
```
! wB97M-V def2-TZVPD RIJCOSX def2/J DEFGRID3
* xyz 0 3
C -2.15 0.03 0.03
C -1.33 -1.26 0.06
C -0.52 0.71 -0.17
C 1.10 -1.28 -0.06
N -0.19 -0.65 -0.21
O -1.47 -2.44 0.47
P -3.74 0.49 -0.07
H -0.51 1.36 -1.12
H 0.00 1.12 0.72
H 1.74 -1.12 -1.04
H 1.58 -0.73 0.85
H 0.85 -2.31 0.25
H -3.43 1.80 -0.07
*
```

- Energy above the lowest of the compared OMol25 structures with the same formula, charge and spin: 193.4 kJ/mol
- E_tot: -627.151121 Eh
- Orbital gap (spin up / spin down): 7.822 / 6.192 eV
- Largest force on an atom: 9.10 eV/A

9.
A structure of composition C9H14CsN3OSSe2Te2. Source: OMol25; level of theory: ωB97M-V/def2-TZVPD.

Structure (ORCA input):
```
! wB97M-V def2-TZVPD RIJCOSX def2/J DEFGRID3
* xyz -2 1
Cs 2.08 0.14 2.17
Se -0.99 1.26 3.78
Te -1.32 1.75 1.33
Te -1.25 -0.79 0.23
Se -0.33 -0.37 -2.06
C 2.80 0.30 -3.70
N 2.95 1.21 -2.58
C 2.26 2.48 -2.71
C 3.22 0.75 -1.32
C 3.58 -0.71 -1.19
O 3.18 1.48 -0.34
H 2.66 0.90 -4.60
H 1.94 -0.36 -3.58
H 3.70 -0.30 -3.84
H 2.63 3.01 -3.59
H 2.44 3.07 -1.82
H 1.18 2.32 -2.80
H 4.31 -1.03 -1.93
H 2.66 -1.29 -1.34
H 3.99 -0.89 -0.20
C 0.72 -3.64 2.80
C 2.20 -3.88 2.89
C 2.73 -5.15 3.07
C 4.11 -5.22 3.13
N 4.92 -4.18 3.02
C 4.33 -2.97 2.83
S 5.32 -1.57 2.66
N 2.98 -2.82 2.78
H 0.15 -4.57 2.86
H 0.47 -3.13 1.86
H 0.39 -2.97 3.60
H 2.10 -6.03 3.16
H 4.60 -6.19 3.28
*
```

- E_tot: -6348.256212 Eh
- Orbital gap: 4.809 eV
- Largest force on an atom: 0.13 eV/A

10.
A structure of composition C14H20N2O4S. Source: OMol25; level of theory: ωB97M-V/def2-TZVPD.

Structure (ORCA input):
```
! wB97M-V def2-TZVPD RIJCOSX def2/J DEFGRID3
* xyz 0 1
C -1.95 0.09 -1.16
C -1.68 1.57 -0.59
C -3.31 -0.03 -1.78
C -4.52 -0.75 -1.05
C -6.31 -1.80 0.74
C 0.62 0.94 0.01
C 0.37 0.27 1.35
C 2.05 1.54 0.02
C 3.06 0.54 -0.15
C 3.92 0.51 0.93
C 3.64 -0.07 -1.37
C 5.18 -0.17 0.98
C 4.70 -0.92 -1.41
C 5.60 -0.87 -0.23
H -2.31 -0.89 0.69
H -0.76 -1.37 -0.12
H -1.26 -0.21 -2.01
H -3.64 0.87 -1.98
H -3.37 -0.69 -2.68
H -5.35 -0.54 -1.78
H -4.13 -1.86 -1.15
H -7.33 -1.31 1.46
H -6.64 -2.02 -0.54
H -5.87 -2.78 1.29
H -0.31 2.63 0.61
H 0.47 0.26 -0.94
H 2.37 1.97 0.94
H 1.77 2.25 -0.83
H 3.76 1.11 1.95
H 3.19 0.06 -2.34
H 5.90 0.10 1.84
H 5.03 -1.62 -2.28
H 7.04 -1.73 0.72
H 0.95 -1.24 0.11
N -1.82 -0.97 -0.20
N -0.45 1.90 -0.18
O -2.70 2.29 -0.49
O -0.13 0.70 2.30
O 6.75 -1.55 -0.33
O 0.75 -1.13 1.21
S -4.96 -0.44 0.66
*
```

- Energy above the lowest of the compared OMol25 structures with the same formula, charge and spin: 721.4 kJ/mol
- E_tot: -1353.894633 Eh
- Orbital gap: 8.465 eV
- Largest force on an atom: 6.04 eV/A

11.
A cluster of 2 separate species, C2H9NO in total. Source: OMol25; level of theory: ωB97M-V/def2-TZVPD.

Structure (ORCA input):
```
! wB97M-V def2-TZVPD RIJCOSX def2/J DEFGRID3
* xyz 0 1
C -0.80 1.06 0.68
N -0.66 -0.40 0.56
C -1.06 -0.84 -0.78
H -0.27 1.53 -0.13
H -1.84 1.37 0.65
H -0.37 1.40 1.62
H -1.28 -0.80 1.24
H -2.05 -0.49 -1.08
H -0.99 -1.91 -0.82
H -0.31 -0.50 -1.49
O 2.38 0.21 -0.34
H 1.46 0.06 -0.10
H 2.75 -0.64 -0.61
*
```

- Energy above the lowest of the compared OMol25 structures with the same formula, charge and spin: 33.7 kJ/mol
- SMILES: CNC.O
- E_tot: -211.572256 Eh
- Orbital gap: 10.450 eV
- Largest force on an atom: 0.76 eV/A

12.
A cluster of 2 separate species, C5H12O2 in total. Source: OMol25; level of theory: ωB97M-V/def2-TZVPD.

Structure (ORCA input):
```
! wB97M-V def2-TZVPD RIJCOSX def2/J DEFGRID3
* xyz 1 2
C -2.40 -1.40 -1.97
C -1.12 -0.71 -1.46
C 1.45 -0.64 1.32
O 2.30 0.44 1.16
C 0.10 -0.44 0.72
C -0.65 -1.22 -0.16
H -2.66 -1.02 -2.95
H -3.17 -1.25 -1.23
H -2.26 -2.45 -2.13
H -1.17 0.37 -1.51
H -0.26 -0.96 -2.12
H 1.88 -1.60 0.99
H 1.29 -0.79 2.40
H 2.48 0.59 0.22
H -0.45 0.48 0.95
H -0.33 -2.26 -0.17
H -0.24 2.61 1.10
H -0.23 3.90 0.26
O 0.34 3.18 0.57
*
```

- Energy above the lowest of the compared OMol25 structures with the same formula, charge and spin: 104.7 kJ/mol
- E_tot: -347.793941 Eh
- Orbital gap (spin up / spin down): 9.213 / 6.678 eV
- Largest force on an atom: 3.09 eV/A

13.
A structure of composition C34H35GeN6O5S2W. Source: OMol25; level of theory: ωB97M-V/def2-TZVPD.

Structure (ORCA input):
```
! wB97M-V def2-TZVPD RIJCOSX def2/J DEFGRID3
* xyz 2 2
W 0.53 -0.18 0.32
N -3.35 -0.84 2.26
C -2.36 -0.33 1.50
S -0.73 -0.35 2.24
N -2.58 0.11 0.32
N -1.42 0.53 -0.33
C -1.67 1.35 -1.30
C -0.69 2.03 -2.10
C -1.14 2.86 -3.14
C -0.24 3.59 -3.89
C 1.12 3.51 -3.61
C 1.59 2.70 -2.58
C 0.68 1.96 -1.84
O 1.17 1.16 -0.85
H -3.22 -0.94 3.25
H -4.30 -0.73 1.93
H -2.72 1.55 -1.49
H -2.20 2.92 -3.34
H -0.59 4.22 -4.69
H 1.83 4.09 -4.19
H 2.64 2.64 -2.35
C 5.59 -5.08 2.27
C 5.60 -4.07 3.41
S 5.06 -2.50 2.80
O 3.69 -2.60 2.35
O 6.05 -1.98 1.88
C 5.06 -1.42 4.24
C 5.05 0.05 3.82
N 4.20 0.32 2.65
C 2.87 0.14 2.60
N 2.43 0.22 1.34
C 3.54 0.44 0.55
C 4.62 0.50 1.34
N 5.97 0.74 0.89
O 6.79 1.10 1.71
O 6.16 0.59 -0.29
C 2.04 -0.12 3.80
H 5.92 -6.05 2.66
H 6.27 -4.78 1.48
H 4.59 -5.20 1.86
H 6.60 -3.91 3.81
H 4.91 -4.35 4.22
H 5.96 -1.62 4.81
H 4.19 -1.71 4.83
H 6.05 0.36 3.54
H 4.72 0.68 4.64
H 3.49 0.54 -0.52
H 2.61 0.00 4.71
H 1.65 -1.14 3.76
H 1.20 0.58 3.84
C 0.81 -6.33 2.55
C 0.12 -5.17 2.89
C 0.27 -4.02 2.13
C 1.12 -4.03 1.02
C 1.81 -5.19 0.68
C 1.65 -6.34 1.45
Ge 1.44 -2.53 -0.14
C -0.28 -1.80 -1.04
C -1.44 -2.53 -0.73
C -2.38 -2.82 -1.71
C -2.18 -2.37 -3.00
C -1.03 -1.66 -3.35
C -0.08 -1.40 -2.39
C 2.82 -2.78 -1.46
C 4.14 -2.50 -1.11
C 5.16 -2.69 -2.03
C 4.87 -3.18 -3.30
C 3.56 -3.48 -3.65
C 2.53 -3.28 -2.74
H 0.68 -7.22 3.14
H -0.54 -5.17 3.75
H -0.26 -3.13 2.41
H 2.47 -5.21 -0.18
H 2.18 -7.24 1.18
H -1.60 -2.89 0.28
H -3.26 -3.39 -1.46
H -2.92 -2.58 -3.76
H -0.88 -1.35 -4.38
H 0.83 -0.88 -2.67
H 4.38 -2.14 -0.12
H 6.18 -2.46 -1.75
H 5.67 -3.33 -4.01
H 3.34 -3.87 -4.63
H 1.52 -3.53 -3.02
*
```

- Energy above the lowest of the compared OMol25 structures with the same formula, charge and spin: 0.0 kJ/mol
- E_tot: -4961.175623 Eh
- Orbital gap (spin up / spin down): 6.862 / 7.081 eV
- Largest force on an atom: 0.55 eV/A